[1]
Here is a single C6H8 molecule from the OMol25 dataset. Energies are from the ωB97M-V functional and the def2-TZVPD basis.

## Properties
frontier orbital gap	0.3822	Ha
multiplicity	1
net charge	0
energy relative to the best compared isomer or geometry (same formula, charge and spin)	156.16	kJ/mol
E_HOMO	-9.3	eV

Positions of all 14 atoms, in Å:
C: 2.200 1.122 0.002
C: 1.555 0.039 0.341
C: 0.804 -0.999 0.594
C: -0.458 -1.234 -0.224
C: -1.519 -0.257 0.209
C: -1.768 0.882 -0.428
H: 1.931 2.087 0.426
H: 3.011 1.096 -0.720
H: 1.026 -1.657 1.431
H: -0.238 -1.089 -1.288
H: -0.796 -2.268 -0.097
H: -2.030 -0.477 1.145
H: -1.243 1.141 -1.345
H: -2.475 1.613 -0.046

Mulliken population analysis, charges in e, atoms 1 to 2:
1 C -0.706
2 C 0.170


[2]
Here is a molecular structure, C25H36B11Br6N7O4PW from the OMol25 dataset. Energies are from the ωB97M-V functional and the def2-TZVPD basis.

## Properties
frontier orbital gap (spin up / spin down)	0.1608 / 0.1610	Ha
multiplicity	3
net charge	+3
energy relative to the best compared isomer or geometry (same formula, charge and spin)	218.84	kJ/mol
E_HOMO (spin up / spin down)	-15.4 / -15.4	eV

Positions of all 91 atoms, in Å:
W: 0.204 -1.248 0.595
C: 3.482 -0.379 5.077
N: 2.865 -0.209 3.759
C: 3.043 0.871 2.936
C: 2.248 0.669 1.855
N: 1.591 -0.523 2.015
C: 1.958 -1.034 3.192
P: 1.343 -2.481 4.088
C: -0.353 -2.469 3.512
N: -0.872 -1.954 2.387
C: -2.219 -2.165 2.431
C: -2.527 -2.820 3.587
N: -1.355 -3.009 4.252
C: -1.212 -3.663 5.555
C: 1.003 -3.225 0.746
N: -0.148 -3.158 0.080
C: -0.560 -4.414 -0.275
C: 0.389 -5.264 0.200
N: 1.351 -4.507 0.840
C: 2.570 -5.039 1.449
H: 4.317 0.311 5.159
H: 3.858 -1.393 5.188
H: 2.761 -0.164 5.862
H: 3.699 1.686 3.190
H: 2.098 1.300 0.992
H: -2.882 -1.839 1.647
H: -3.475 -3.145 3.984
H: -2.191 -3.732 6.019
H: -0.562 -3.075 6.198
H: -0.804 -4.665 5.434
H: -1.458 -4.608 -0.837
H: 0.469 -6.337 0.118
H: 3.166 -5.556 0.700
H: 2.319 -5.735 2.247
H: 3.144 -4.214 1.858
Br: -1.620 -1.121 -1.656
B: -0.716 -0.143 -3.150
B: -1.543 1.395 -3.556
C: -0.670 0.245 -5.923
B: -1.762 -0.003 -4.600
B: -0.257 -0.959 -4.864
B: 0.963 0.084 -5.522
B: -1.491 1.605 -5.323
B: -0.318 2.495 -4.295
Br: -0.284 4.387 -4.130
B: 0.213 1.663 -5.900
Br: 0.773 2.580 -7.459
B: 1.265 1.562 -4.431
Br: 2.994 2.222 -4.269
B: 0.911 -0.884 -3.475
Br: 1.044 -2.845 -3.132
B: 0.073 1.440 -2.940
Br: 0.592 2.243 -1.280
H: -2.437 1.756 -2.877
H: -1.001 -0.107 -6.892
H: -2.786 -0.550 -4.778
H: -0.505 -2.048 -5.215
H: 1.770 -0.359 -6.255
H: -2.295 2.149 -5.985
N: 4.223 -1.046 -0.161
C: 3.835 -0.174 -1.255
C: 2.409 -0.453 -1.662
O: 2.174 -0.374 -2.926
O: 1.527 -0.735 -0.832
H: 5.005 -0.644 0.340
H: 4.542 -1.937 -0.524
H: 4.464 -0.217 -2.145
H: 3.836 0.869 -0.919
C: -3.600 5.800 -0.465
C: -2.981 4.606 0.200
C: -3.583 3.354 0.133
C: -3.025 2.233 0.728
C: -3.839 0.965 0.763
C: -1.805 2.385 1.412
C: -1.202 3.652 1.548
C: 0.099 3.850 2.283
C: -1.796 4.732 0.920
C: -1.074 1.251 1.987
O: -0.565 1.057 3.038
O: -0.835 0.227 0.960
H: -4.610 5.590 -0.810
H: -3.003 6.107 -1.327
H: -3.636 6.649 0.217
H: -4.539 3.256 -0.369
H: -4.567 0.955 -0.047
H: -4.396 0.911 1.702
H: -3.227 0.076 0.678
H: 0.088 3.385 3.266
H: 0.298 4.912 2.409
H: 0.939 3.426 1.721
H: -1.330 5.708 1.003

Mulliken population analysis, charges in e, atoms 1 to 2:
1 W -0.295
2 C -0.912


[3]
Here is 3 unconnected molecules or ions with the total composition C38H69ClN5O3 from the OMol25 dataset. Energies are from the ωB97M-V functional and the def2-TZVPD basis.

## Properties
frontier orbital gap	0.2225	Ha
multiplicity	1
net charge	+1
E_HOMO	-9.7	eV

Positions of all 116 atoms, in Å:
C: 1.225 0.290 -3.847
O: 2.519 -0.249 -3.699
C: 2.757 -0.619 -2.338
C: 3.225 0.638 -1.575
C: 2.796 0.717 -0.076
N: 2.267 -0.553 0.457
C: 3.139 -1.481 0.917
C: 4.641 -1.309 0.870
C: 5.379 -2.272 -0.121
C: 6.225 -1.498 -1.158
C: 7.044 -2.464 -2.027
O: 6.285 -2.864 -3.165
C: 2.662 -2.648 1.460
C: 3.615 -3.689 2.012
C: 1.295 -2.904 1.532
C: 0.742 -4.162 2.142
C: 0.930 -4.258 3.689
C: -0.426 -4.248 4.427
Cl: -0.237 -5.057 6.026
C: 0.426 -1.935 1.019
C: -1.046 -2.146 1.076
C: -1.789 -2.527 -0.019
C: -3.149 -2.731 0.016
N: -3.849 -2.535 1.130
C: -3.141 -2.139 2.170
C: -1.781 -1.944 2.239
C: 0.942 -0.775 0.482
C: -0.032 0.249 -0.088
C: -0.758 1.032 1.016
O: -1.950 0.936 1.174
N: 0.118 1.898 1.799
C: -0.360 3.267 1.493
C: -0.149 1.537 3.227
H: 1.088 1.230 -3.285
H: 0.445 -0.404 -3.492
H: 1.001 0.513 -4.893
H: 1.814 -1.046 -1.970
H: 3.535 -1.385 -2.394
H: 2.860 1.537 -2.075
H: 4.315 0.694 -1.608
H: 2.049 1.501 0.009
H: 3.624 1.072 0.533
H: 4.982 -0.295 0.665
H: 5.001 -1.549 1.875
H: 4.730 -3.017 -0.592
H: 6.115 -2.837 0.462
H: 6.933 -0.876 -0.592
H: 5.594 -0.826 -1.746
H: 8.010 -2.047 -2.332
H: 7.260 -3.374 -1.454
H: 5.565 -2.252 -3.330
H: 4.158 -3.237 2.855
H: 4.371 -3.996 1.290
H: 3.102 -4.559 2.410
H: 1.249 -5.004 1.656
H: -0.320 -4.295 1.926
H: 1.523 -3.441 4.108
H: 1.366 -5.238 3.896
H: -0.811 -3.245 4.592
H: -1.134 -4.874 3.882
H: -1.273 -2.678 -0.969
H: -3.676 -3.031 -0.885
H: -3.703 -1.942 3.085
H: -1.290 -1.640 3.156
H: -0.793 -0.278 -0.665
H: 0.463 0.929 -0.784
H: -1.385 3.394 1.862
H: 0.340 3.999 1.900
H: -0.385 3.432 0.408
H: -0.980 2.130 3.620
H: 0.780 1.657 3.788
H: -0.411 0.476 3.234
C: -5.211 5.113 8.073
C: -5.163 4.219 6.842
N: -3.813 3.937 6.386
C: -3.768 3.329 5.069
C: -4.380 1.933 4.900
C: -2.915 3.365 7.375
C: -3.323 2.043 8.039
H: -4.665 6.042 7.903
H: -6.247 5.368 8.302
H: -4.796 4.622 8.954
H: -5.696 4.736 6.040
H: -5.730 3.300 7.052
H: -2.728 3.301 4.726
H: -4.274 4.006 4.373
H: -3.748 1.157 5.333
H: -4.479 1.704 3.835
H: -5.374 1.860 5.341
H: -2.764 4.106 8.163
H: -1.926 3.245 6.923
H: -4.370 2.036 8.341
H: -2.724 1.888 8.939
H: -3.144 1.187 7.389
C: 1.360 1.163 -8.737
C: 0.111 0.311 -8.914
N: -0.884 0.522 -7.878
C: -1.941 -0.478 -7.883
C: -2.867 -0.542 -9.102
C: -1.323 1.895 -7.685
C: -1.935 2.630 -8.884
H: 1.801 1.012 -7.750
H: 2.104 0.885 -9.484
H: 1.152 2.226 -8.867
H: 0.422 -0.737 -8.883
H: -0.295 0.485 -9.921
H: -2.552 -0.351 -6.984
H: -1.469 -1.459 -7.766
H: -3.581 0.280 -9.114
H: -3.449 -1.466 -9.071
H: -2.315 -0.538 -10.042
H: -0.467 2.479 -7.332
H: -2.033 1.924 -6.853
H: -1.364 2.477 -9.800
H: -1.947 3.704 -8.685
H: -2.966 2.331 -9.063

Mulliken population analysis, charges in e, atoms 1 to 2:
1 C -0.331
2 O -0.520


[4]
Here is a molecular structure, C30H66B2N2O25 from the OMol25 dataset. Energies are from the ωB97M-V functional and the def2-TZVPD basis.

## Properties
frontier orbital gap	0.3077	Ha
multiplicity	1
net charge	0
energy relative to the best compared isomer or geometry (same formula, charge and spin)	289.12	kJ/mol
E_HOMO	-8.9	eV

Positions of all 125 atoms, in Å:
C: 2.118 1.520 1.332
C: 2.431 1.583 2.915
C: 2.066 2.943 3.611
C: 3.041 4.050 3.204
N: 2.934 5.223 4.080
C: 3.948 6.255 3.600
C: 5.280 5.708 4.123
C: 4.907 5.061 5.454
C: 3.401 4.999 5.494
C: 1.545 5.643 4.149
C: 0.712 6.103 2.823
C: -0.623 6.775 3.155
H: 2.261 2.428 0.835
H: 1.041 1.339 1.099
H: 2.772 0.842 0.875
H: 3.395 1.453 2.931
H: 1.926 0.737 3.416
H: 2.190 2.651 4.751
H: 0.913 3.310 3.414
H: 2.831 4.473 2.263
H: 3.946 3.497 3.273
H: 3.758 7.101 4.061
H: 3.989 6.348 2.489
H: 5.887 6.586 4.354
H: 5.935 5.107 3.462
H: 5.385 5.501 6.307
H: 5.258 4.084 5.440
H: 3.072 5.754 6.339
H: 3.135 4.006 5.884
H: 1.511 6.589 4.676
H: 0.894 4.845 4.760
H: 0.589 5.150 2.240
H: 1.323 6.619 2.306
H: -1.376 7.350 2.382
H: -0.516 7.556 4.119
H: -1.402 6.278 3.610
C: -0.053 -10.810 -1.442
C: -0.509 -9.358 -1.358
C: 0.231 -8.465 -2.401
C: -0.182 -6.933 -2.427
N: 0.706 -5.930 -3.152
C: 1.266 -6.534 -4.463
C: 2.677 -6.901 -4.294
C: 3.126 -6.055 -3.237
C: 1.953 -5.667 -2.390
C: -0.041 -4.645 -3.503
C: -0.654 -4.000 -2.186
C: -1.445 -2.766 -2.718
H: 1.008 -10.928 -1.795
H: -0.415 -11.366 -2.360
H: -0.595 -11.171 -0.606
H: -0.269 -8.938 -0.209
H: -1.627 -9.333 -1.454
H: 0.004 -9.003 -3.281
H: 1.144 -8.477 -2.059
H: -0.120 -6.640 -1.415
H: -1.112 -6.969 -2.702
H: 1.121 -5.852 -5.331
H: 0.787 -7.356 -4.920
H: 3.503 -6.820 -5.144
H: 2.814 -8.029 -4.060
H: 3.598 -5.226 -3.435
H: 3.736 -6.540 -2.838
H: 2.012 -4.562 -2.221
H: 1.913 -6.079 -1.260
H: -0.827 -4.843 -4.368
H: 0.334 -3.772 -4.077
H: 0.094 -3.503 -1.568
H: -1.430 -4.589 -1.596
H: -1.726 -2.057 -1.784
H: -2.474 -2.954 -2.936
H: -0.868 -2.076 -3.423
O: -5.835 -0.188 -2.152
C: -4.853 0.443 -1.671
O: -3.682 0.099 -1.907
B: -2.803 1.073 -1.275
O: -3.730 1.789 -0.365
C: -4.868 1.499 -0.732
O: -5.834 2.064 -0.077
O: -2.158 1.907 -2.258
C: -0.940 1.767 -2.033
O: -0.073 2.322 -2.817
C: -0.647 0.715 -1.092
O: -1.700 0.341 -0.614
O: 0.384 0.068 -1.193
O: -3.139 -0.566 4.077
C: -2.814 0.499 3.726
O: -3.145 1.179 2.737
B: -2.226 2.365 2.714
O: -1.392 2.287 3.968
C: -1.671 1.166 4.440
O: -0.923 0.601 5.297
O: -2.978 3.651 2.654
C: -2.754 4.177 1.508
O: -3.240 5.269 1.101
C: -1.662 3.530 0.945
O: -1.424 2.418 1.467
O: -0.938 3.976 0.025
O: -5.984 3.207 2.323
H: -5.947 2.832 1.366
H: -5.207 3.137 2.901
O: -0.843 0.806 -5.479
H: -1.081 1.497 -4.886
H: 0.254 0.695 -5.322
O: 3.038 0.548 -2.089
H: 2.143 0.631 -2.176
H: 3.504 1.399 -2.166
O: -5.868 -2.553 -3.379
H: -5.978 -1.787 -2.914
H: -5.479 -3.283 -2.708
O: -8.332 0.799 -1.787
H: -8.022 0.976 -0.900
H: -7.442 0.488 -1.928
O: -0.193 -1.243 1.751
H: -0.492 -0.648 1.094
H: -1.024 -1.699 2.047
O: 2.088 3.808 -3.830
H: 2.689 3.992 -3.071
H: 1.515 3.378 -3.396
O: 2.878 -2.278 -1.930
H: 2.756 -1.471 -1.813
H: 3.799 -2.546 -2.259
O: -1.939 5.079 -2.602
H: -1.929 5.317 -1.494
H: -2.052 4.114 -2.595

Mulliken population analysis, charges in e, atoms 1 to 2:
1 C -1.199
2 C -1.460


Number 1: E -233.32753 Eh. Number 2: E -17783.83795 Eh. Number 3: E -2448.71523 Eh. Number 4: E -3222.68956 Eh.